1.
Computed, not measured: a cluster of 6 separate species, C10H30FN5O11P in total, with ωB97M-V with the def2-TZVPD basis set.

charge: -1
spin multiplicity: 1
HOMO level: -3.7 eV
DFT total energy: -52819.661 eV

Structure (XYZ):
```
58
Properties=species:S:1:pos:R:3:forces:R:3:nbo_charge:R:1
C -3.01689 -2.30983 0.50898 -0.143 0.055 -0.124 -0.657
C -2.00912 -3.28461 -0.04381 -0.085 -0.228 0.159 -0.083
F -2.67018 -4.55113 -0.04201 0.049 -0.007 -0.052 -0.421
P -0.32298 -3.45448 0.93401 -0.155 -0.310 -0.123 0.635
C 0.06060 -1.55659 0.76462 0.164 -0.059 -0.064 -0.736
C 0.15066 -0.95340 -0.63393 -0.015 0.286 0.071 -0.440
C 1.46303 -1.23329 -1.33179 -0.022 -0.027 0.029 -0.058
O 1.60595 -0.47349 -2.54074 0.332 -0.053 -0.011 -0.760
H -3.82041 -2.11326 -0.20413 -0.101 -0.021 -0.039 0.188
H -2.55846 -1.35850 0.76109 0.042 0.096 0.042 0.208
H -3.46332 -2.72986 1.40640 0.022 0.009 0.194 0.213
H -1.81781 -3.09632 -1.10157 0.168 0.078 -0.101 0.136
H -1.05870 -3.19433 2.20956 0.021 0.038 0.008 -0.214
H -0.59323 -4.90284 1.06520 -0.035 0.054 0.022 -0.170
H 0.38661 -3.71390 -0.35499 -0.024 0.039 0.072 -0.214
H 0.91846 -3.65258 1.67934 0.083 0.006 -0.030 -0.178
H 1.03871 -1.44030 1.23880 0.132 -0.067 0.147 0.193
H -0.63953 -0.98671 1.37587 -0.135 0.003 0.065 0.194
H 0.07913 0.14159 -0.56756 -0.103 0.104 -0.022 0.177
H -0.68027 -1.28090 -1.26265 -0.051 -0.082 -0.104 0.193
H 1.56678 -2.29011 -1.55931 0.013 -0.130 -0.014 0.186
H 2.27486 -0.95009 -0.65892 0.150 0.015 -0.007 0.150
H 0.76483 -0.05539 -2.72461 -0.191 0.134 -0.044 0.474
C 2.52227 2.67628 -3.23690 0.066 -0.085 0.056 -0.498
N 1.14840 2.85502 -3.77974 0.226 -0.131 0.075 0.548
O 0.33025 1.99891 -3.50857 -0.343 0.120 -0.060 -0.403
O 0.92036 3.83505 -4.45724 -0.009 0.035 0.011 -0.389
H 2.54009 1.74073 -2.68634 -0.033 -0.050 -0.037 0.268
H 3.20193 2.65867 -4.08343 -0.015 0.051 -0.032 0.226
H 2.71768 3.53179 -2.59965 0.007 0.040 -0.023 0.247
C -2.83053 2.78487 -3.31588 -0.026 -0.118 -0.021 -0.483
N -3.62876 2.76979 -2.05930 0.011 0.061 0.012 0.539
O -4.12381 1.73082 -1.70134 -0.038 -0.033 -0.027 -0.335
O -3.73592 3.83431 -1.46840 0.024 0.014 -0.016 -0.428
H -2.79833 1.77741 -3.70995 0.004 -0.030 0.015 0.239
H -3.32344 3.47200 -3.99681 0.010 0.039 0.013 0.228
H -1.83289 3.13723 -3.07740 0.008 0.017 0.004 0.244
C 0.81138 -5.68076 4.19246 0.004 -0.097 -0.034 -0.493
N 1.98986 -4.77765 4.11003 -0.258 -0.249 -0.544 0.541
O 3.09002 -5.27721 3.95009 0.030 0.046 0.203 -0.410
O 1.74279 -3.59987 4.12675 0.295 0.391 0.412 -0.353
H 1.15799 -6.70486 4.12893 0.020 -0.005 0.001 0.214
H 0.31277 -5.47645 5.13482 -0.033 0.037 -0.004 0.218
H 0.16712 -5.41324 3.35649 -0.027 0.046 -0.054 0.275
C -0.99354 5.41358 -0.51109 0.012 0.094 -0.092 -0.497
N 0.13906 4.44981 -0.48840 0.015 0.003 0.005 0.540
O 1.10437 4.68789 -1.18830 0.025 0.068 -0.086 -0.402
O 0.02885 3.48046 0.22657 -0.063 -0.057 0.069 -0.370
H -0.74150 6.20876 -1.20164 0.039 0.007 -0.002 0.226
H -1.87922 4.87148 -0.83081 -0.026 -0.019 0.072 0.262
H -1.12232 5.78502 0.50072 -0.020 -0.057 0.035 0.234
C 1.73250 1.66206 2.31739 0.052 -0.071 -0.056 -0.485
N 2.81030 1.98935 3.29090 -0.014 0.080 -0.010 0.538
O 3.92896 2.19123 2.86337 0.023 -0.020 -0.046 -0.388
O 2.49678 2.05465 4.46145 -0.036 -0.009 0.044 -0.389
H 2.15917 1.65701 1.32300 0.018 -0.001 -0.014 0.232
H 1.32896 0.69012 2.58308 -0.026 -0.049 0.030 0.256
H 0.96969 2.42604 2.41732 -0.038 -0.002 0.028 0.233
```
Positions in Å, forces in eV/Å.



2.
Computed, not measured: an isolated molecule of C2HN3O3, with ωB97M-V with the def2-TZVPD basis set.

energy relative to the best compared isomer or geometry (same formula, charge and spin): 7.0602 eV
charge: 0
SMILES string: O=Cn1onnc1=O
spin multiplicity: 1
HOMO level: -11.0 eV
DFT total energy: -12697.061 eV

Structure (XYZ):
```
9
Properties=species:S:1:pos:R:3:forces:R:3:nbo_charge:R:1
O -0.86678 -1.55749 -1.73686 -0.476 -0.249 5.347 -0.435
C -0.92570 -1.34047 -0.52205 2.850 4.998 -8.161 0.572
N -0.45253 0.17664 -0.13071 2.308 -1.218 -0.024 -0.253
O 0.40228 0.77724 -1.20618 -0.011 -1.097 0.653 -0.223
N 1.43456 1.62393 -0.59692 -5.985 -1.343 5.335 0.236
N 1.05021 1.66288 0.66476 4.172 -0.127 -3.027 -0.251
C 0.31261 0.47717 1.06168 -0.628 -0.894 1.267 0.696
O 0.40105 -0.06149 2.18217 -0.832 1.875 -4.231 -0.515
H -1.35572 -1.75840 0.28411 -1.398 -1.946 2.841 0.173
```
Positions in Å, forces in eV/Å.